DFT (ωB97M-V/def2-TZVPD) results for 12 unconnected molecules or ions with the total composition C52H136N8O18 at a distorted geometry.

```
214
Properties=species:S:1:pos:R:3:forces:R:3
C 13.3970 9.3781 -21.3818 -0.239 1.036 0.577
O 12.8434 8.4607 -20.4599 0.651 -0.008 -0.114
C 12.7052 7.1742 -21.0055 -0.783 -1.470 1.227
C 12.0450 6.2060 -19.8501 2.039 -0.129 -1.421
C 11.7401 4.8658 -20.4255 0.326 -0.912 -0.919
N 10.8824 6.7725 -19.3651 -1.631 1.366 0.887
H 13.3137 10.3796 -20.9597 -0.525 0.029 0.205
H 12.8362 9.3793 -22.3164 0.219 -0.175 -0.239
H 14.4787 9.3361 -21.5091 0.137 -0.930 -0.329
H 12.0124 7.2020 -21.8465 -0.617 0.027 -0.088
H 13.6047 6.7775 -21.4762 0.615 -0.027 0.506
H 12.6471 6.1506 -18.9432 0.973 -0.232 -0.421
H 11.0215 4.9917 -21.2353 0.229 0.120 -0.521
H 11.2259 4.1126 -19.8285 0.304 0.403 0.789
H 12.6675 4.4240 -20.7899 -0.139 -0.234 -0.342
H 11.2469 7.6315 -18.9785 -1.022 0.726 0.178
H 10.2947 6.9756 -20.1610 -0.502 0.422 0.064
C 14.3076 14.6079 -24.3334 -0.626 -0.033 1.606
O 13.0449 15.0940 -24.7775 -0.085 0.484 -0.958
C 11.9157 15.2831 -23.8884 0.692 0.801 -0.880
C 10.6226 15.8218 -24.7036 0.846 -1.498 0.951
C 9.4369 15.7628 -23.8005 -0.934 1.077 0.162
N 10.2612 15.0036 -25.8640 1.060 0.916 0.454
H 15.0884 14.5056 -25.0871 -0.804 0.011 -0.665
H 14.1807 13.6637 -23.8038 -0.046 -0.467 -0.238
H 14.7912 15.2236 -23.5750 -0.266 0.662 0.174
H 11.7972 14.3677 -23.3087 -0.700 -0.339 -0.212
H 12.1475 16.0489 -23.1483 0.183 0.291 0.119
H 10.8022 16.8124 -25.1214 0.253 0.174 0.502
H 8.5937 16.0828 -24.4126 -0.192 -0.140 -0.003
H 9.4466 16.4819 -22.9813 0.265 -0.328 0.361
H 9.2271 14.7418 -23.4818 0.121 0.049 0.270
H 11.1590 15.1132 -26.3135 0.052 -1.179 -1.191
H 10.1554 14.0695 -25.4949 0.174 -0.500 -0.426
C 17.5905 6.6531 -22.8022 0.188 -1.364 1.793
O 17.9438 5.8250 -21.6063 -0.932 1.122 -1.738
C 18.3404 6.6460 -20.5334 -0.769 -0.944 0.596
C 18.3243 5.8138 -19.2390 2.430 -1.315 -1.611
N 19.0670 6.5930 -18.2807 -1.818 1.281 1.161
C 18.2118 7.7174 -17.8165 -0.587 0.838 1.198
C 16.7614 7.4497 -17.2758 0.407 -0.436 -0.720
O 16.1093 8.6930 -16.9773 -0.340 -1.659 0.222
C 14.7285 8.4903 -16.5784 0.570 1.910 0.126
H 18.4921 7.1167 -23.2026 -0.090 0.232 0.066
H 16.8314 7.3565 -22.4601 0.158 0.342 -0.265
H 17.1456 6.0007 -23.5536 0.164 -0.122 0.181
H 17.6565 7.4536 -20.2724 -0.361 0.423 -0.913
H 19.3210 7.0659 -20.7580 0.205 0.021 0.445
H 18.9394 4.9329 -19.4229 0.362 -0.125 -0.286
H 17.3979 5.2985 -18.9853 -0.686 0.950 0.202
H 19.3817 6.0245 -17.5075 -0.128 0.065 0.181
H 18.1598 8.5456 -18.5232 0.010 -0.355 -0.539
H 18.6216 8.2354 -16.9494 0.740 -0.279 0.080
H 16.8943 6.7686 -16.4353 -0.173 0.282 0.765
H 16.1117 6.8674 -17.9293 0.041 0.142 -0.606
H 14.5889 8.1292 -15.5595 0.423 -0.573 -0.036
H 14.0702 7.9815 -17.2826 0.485 -0.376 -0.255
H 14.3834 9.5230 -16.5291 -0.337 0.016 -0.065
C 5.7625 15.8846 -9.3998 0.059 -0.317 0.809
O 4.8173 15.2958 -10.2060 -1.323 -1.878 0.061
C 4.8753 15.5327 -11.5695 1.744 -0.134 -0.591
C 6.2260 15.0489 -12.2478 -0.316 0.800 0.940
N 6.1777 15.2406 -13.6512 -0.428 -0.036 -1.380
C 6.1857 16.6048 -14.1863 -1.733 -1.415 0.490
C 7.1172 16.7954 -15.3154 0.612 -0.294 -1.509
O 6.8843 16.2069 -16.6594 0.192 0.364 0.917
C 5.6860 16.5698 -17.3662 0.190 -0.457 2.089
H 6.7214 15.3683 -9.4437 0.334 0.225 -0.224
H 5.3692 15.6884 -8.4024 0.229 0.479 0.234
H 5.8543 16.9534 -9.5932 0.198 0.226 0.038
H 4.7161 16.6107 -11.5957 0.173 0.354 -1.188
H 4.1004 14.9938 -12.1146 -0.302 0.109 0.412
H 6.4556 14.0082 -12.0189 -0.583 -0.193 -0.001
H 7.0873 15.5711 -11.8311 0.137 0.509 0.446
H 6.7118 14.5853 -14.2037 -0.005 0.105 0.126
H 6.4191 17.3080 -13.3868 0.367 0.171 -0.009
H 5.1740 16.8526 -14.5074 -0.327 0.258 0.009
H 8.0083 16.2650 -14.9796 0.542 0.499 -0.450
H 7.2349 17.8769 -15.3834 0.485 0.110 -0.479
H 5.6677 16.0970 -18.3481 0.351 0.313 0.071
H 5.5495 17.6512 -17.3513 0.053 0.155 -0.506
H 4.8855 16.1379 -16.7656 -0.583 0.058 -0.314
C 19.0081 15.5461 -13.6620 -0.270 -0.427 0.208
O 17.6942 15.6714 -14.1374 -0.138 -0.326 -0.414
C 16.8070 14.7230 -13.5391 0.185 -0.293 -0.456
C 17.0420 13.1925 -13.9897 -0.405 1.865 0.263
N 16.6409 13.0563 -15.3542 -0.877 -0.588 -2.329
C 17.4049 13.7026 -16.4303 0.519 0.920 0.249
C 17.0285 13.1182 -17.8237 -1.171 1.084 0.484
O 17.2961 13.8881 -19.0231 -0.150 -0.798 1.531
C 18.6447 13.9216 -19.3308 0.977 0.584 -1.393
H 19.2671 14.4873 -13.6678 0.540 0.052 -0.041
H 19.0255 15.8822 -12.6253 0.400 0.227 0.167
H 19.6833 16.1126 -14.3033 -0.081 0.016 0.151
H 15.8526 15.1398 -13.8610 -0.339 -0.796 -0.116
H 16.8320 14.8902 -12.4623 0.202 -0.505 0.337
H 16.4044 12.5025 -13.4370 -0.036 0.322 0.381
H 18.0710 12.8810 -13.8105 0.334 0.110 0.144
H 16.6181 12.1004 -15.6797 -0.318 -0.543 0.779
H 18.4585 13.5682 -16.1855 0.510 0.191 -0.343
H 17.1714 14.7660 -16.3763 0.238 0.076 -0.363
H 15.9398 13.1659 -17.7992 -0.129 -0.624 -0.046
H 17.3848 12.0891 -17.8684 0.069 -0.129 -0.445
H 18.8018 14.4731 -20.2578 -0.475 0.765 0.070
H 19.0559 12.9864 -19.7108 0.058 -0.766 0.982
H 19.2414 14.4229 -18.5687 0.209 -0.366 0.174
C 16.4537 19.3563 -20.1506 -1.256 -0.476 0.109
O 16.0798 20.7265 -20.2758 -0.070 -0.667 0.138
C 14.7226 21.0591 -19.8827 0.448 -0.566 0.170
C 14.7298 22.5297 -19.9246 0.431 2.003 0.920
N 15.4602 23.1867 -18.7841 -0.796 -1.200 -1.099
C 16.1625 24.3476 -19.2390 1.151 1.074 0.846
C 16.9276 24.9271 -17.9898 0.294 -0.938 -2.389
O 17.5790 23.8824 -17.2898 0.096 0.024 0.636
C 18.5959 23.1647 -18.0031 -0.506 -0.719 0.811
H 17.3364 19.0318 -20.7015 0.147 0.913 -0.164
H 15.6418 18.7444 -20.5437 -0.156 -0.216 -0.101
H 16.5864 19.0310 -19.1187 0.055 0.286 0.305
H 14.4303 20.6440 -18.9182 0.425 -0.062 0.357
H 13.9287 20.7422 -20.5591 0.363 -0.554 -0.601
H 13.7475 23.0015 -19.9492 -0.179 -0.330 -0.179
H 15.2518 22.7366 -20.8588 -0.069 0.389 -0.300
H 16.2152 22.5536 -18.5619 -0.129 -0.356 0.417
H 15.5241 25.1397 -19.6304 -0.320 -0.095 0.025
H 16.8710 24.1032 -20.0304 0.222 -0.042 -0.325
H 16.1257 25.4575 -17.4763 0.710 -0.229 1.031
H 17.7694 25.5389 -18.3140 -0.511 0.929 -0.204
H 18.1895 22.1638 -18.1490 0.027 -0.170 -0.584
H 19.4504 22.9750 -17.3536 0.032 0.499 0.240
H 18.9797 23.5536 -18.9462 -0.425 0.463 -0.003
C 4.3808 22.2791 -18.1044 0.932 1.444 0.863
O 4.5021 22.8801 -16.7915 -0.213 -0.240 -1.104
C 4.0525 22.0192 -15.7475 -0.464 1.755 -0.669
C 4.7205 22.5136 -14.4667 2.278 -2.484 -0.947
N 6.1073 21.9238 -14.6534 0.794 1.666 0.067
C 6.9568 21.9616 -13.4394 -1.147 -1.088 -0.225
C 8.4254 21.4655 -13.5744 -1.261 0.573 -0.229
O 8.5771 20.0638 -13.5017 -0.486 -0.796 0.291
C 9.9084 19.6158 -13.6514 0.871 0.811 -0.459
H 4.7648 23.0016 -18.8245 0.004 0.303 0.175
H 3.3462 22.1176 -18.4071 -0.014 -0.718 0.268
H 5.1130 21.4729 -18.1494 -0.632 -0.703 -0.148
H 4.3483 21.0070 -16.0230 -0.143 -0.317 0.455
H 2.9669 22.1169 -15.7377 -0.268 -0.374 0.326
H 4.2970 22.0433 -13.5793 -0.528 0.279 0.223
H 4.8147 23.5961 -14.3797 -0.296 -0.116 -0.129
H 6.0530 20.9827 -15.0162 -0.103 -0.051 0.253
H 6.3153 21.3785 -12.7786 0.844 -0.379 1.202
H 6.9688 22.9635 -13.0104 0.103 0.189 -0.358
H 8.9810 21.9849 -12.7936 0.357 -0.169 0.112
H 8.7265 21.8413 -14.5523 0.471 0.005 -0.174
H 10.5694 19.9087 -12.8356 -0.149 0.405 0.338
H 10.3230 20.0536 -14.5594 0.189 0.123 -0.194
H 10.0992 18.5467 -13.7451 -1.155 -0.191 0.040
C 17.5314 6.6661 -10.6042 -0.186 1.191 0.823
O 16.6509 7.8595 -10.4852 0.859 -0.879 0.157
C 16.4926 8.2920 -9.1289 -0.202 -0.539 1.111
C 15.4573 7.4043 -8.4095 -1.424 0.517 -0.426
N 14.3040 7.2472 -9.3427 0.173 -0.390 -0.474
C 13.2215 8.2201 -9.3721 0.690 1.332 1.493
C 13.6928 9.6890 -9.6836 -1.343 -1.112 -0.379
O 12.4825 10.3674 -9.9964 0.375 0.542 0.639
C 12.6710 11.7321 -10.4283 0.598 -1.813 -0.324
H 17.2423 5.9100 -11.3341 -0.559 0.684 -0.374
H 17.5663 6.1109 -9.6668 0.028 0.239 0.215
H 18.5227 7.0557 -10.8357 0.063 -0.226 -0.032
H 16.0940 9.2997 -9.0114 0.000 0.082 -1.138
H 17.4206 8.3853 -8.5649 0.495 -0.560 -0.212
H 15.0594 7.8633 -7.5045 0.286 0.392 0.146
H 15.8088 6.4318 -8.0648 0.205 -0.144 -0.453
H 14.7353 7.4017 -10.2428 0.083 -0.764 -0.391
H 12.6944 8.2353 -8.4181 0.120 0.036 0.292
H 12.4219 7.9543 -10.0635 0.465 -0.129 -0.444
H 14.4022 9.6550 -10.5105 -0.117 0.032 -0.662
H 14.2683 10.1814 -8.8997 -0.363 0.046 0.606
H 11.9566 12.3994 -9.9462 0.089 -0.089 -0.176
H 12.5714 11.6292 -11.5089 -0.240 0.930 -0.144
H 13.7123 11.9775 -10.2195 -0.091 0.630 0.129
C 6.6125 12.0413 -20.9078 0.479 1.322 0.030
C 8.1122 11.5242 -20.9691 -2.683 -1.011 -0.552
O 8.2311 10.7760 -22.2181 0.738 0.697 0.807
H 6.4887 12.9274 -21.5304 0.332 0.153 -0.194
H 6.2499 12.3778 -19.9365 0.550 -0.089 0.416
H 5.7820 11.4299 -21.2609 0.699 -0.954 -0.136
H 8.2534 10.8778 -20.1029 0.275 -0.201 -0.054
H 8.8722 12.3039 -20.9182 -0.295 0.072 -0.371
H 7.8774 9.8959 -22.0703 -0.072 0.025 0.077
C 7.9414 10.0872 -14.5715 1.266 0.809 -1.342
C 8.0205 10.4702 -16.0800 -0.421 -0.321 1.314
O 7.4491 11.7586 -16.2745 -0.483 -0.083 -0.015
H 6.9708 10.3713 -14.1649 0.242 -0.143 0.145
H 8.7906 10.6528 -14.1879 -0.422 0.128 0.982
H 8.2049 9.0360 -14.4540 -0.375 -0.071 0.105
H 7.4345 9.6864 -16.5600 0.086 0.354 -0.884
H 9.0702 10.4760 -16.3736 -0.098 -0.309 -0.306
H 8.0573 12.4053 -16.6398 0.209 -0.305 -0.003
C 14.7629 21.6016 -14.1145 0.924 -0.570 -0.863
C 15.8612 20.6175 -14.5706 -1.357 -1.079 -0.214
O 15.3721 19.2483 -14.4485 -0.206 0.531 0.448
H 15.1209 22.5798 -14.4353 0.100 0.302 0.694
H 14.5886 21.4728 -13.0463 -0.092 0.402 -0.106
H 13.8438 21.5036 -14.6923 -0.062 -0.534 0.157
H 16.7594 20.7200 -13.9616 0.100 0.255 -0.190
H 16.0371 20.7174 -15.6417 0.478 0.626 0.057
H 16.1110 18.6373 -14.4957 0.134 0.030 -0.027
C 12.1863 14.9421 -18.3297 -1.180 0.402 1.607
C 12.5403 15.4463 -16.8835 1.388 -0.034 -0.701
O 12.6546 14.4962 -15.8477 -0.836 -0.989 0.276
H 12.4732 15.7276 -19.0288 0.406 -0.384 -0.192
H 11.0983 14.9138 -18.3886 -0.193 -0.121 -0.087
H 12.5012 13.9229 -18.5538 0.595 0.312 -0.071
H 11.8311 16.1989 -16.5390 -0.046 0.062 -0.268
H 13.5385 15.8814 -16.9330 -0.101 0.655 -0.296
H 13.5712 14.3270 -15.6178 0.045 0.038 -0.267
```
Positions in Å, forces in eV/Å.

Values from the calculation:
Molecular weight: 1161.7 g/mol
HOMO energy: -8.1 eV
Energy: -3854.51820 Eh
Energy relative to the best compared isomer or geometry (same formula, charge and spin): 138.21 kcal per mole
2S+1: 1